a:
Formula: C3H3Cl2N3
Source: the Open Molecules 2025 dataset
Level of theory: ωB97M-V/def2-TZVPD

```
11
Properties=species:S:1:pos:R:3:lowdin_charge:R:1
C -0.170 -0.447 -0.635 -0.5478
C 0.446 -0.131 0.930 -1.2154
C 0.970 1.159 1.206 -0.2305
H -1.149 1.483 -0.184 0.1895
H -1.417 0.541 -1.850 0.0458
H 0.653 -2.202 -1.229 0.0732
N -1.161 0.528 -0.920 0.0659
N -0.015 -1.408 -1.370 0.1287
N 0.937 2.452 0.943 0.1588
Cl -0.813 -0.547 1.949 0.7443
Cl 1.719 -1.427 1.160 0.5874
```

Summary:
Spin multiplicity   1

=====

b:
Formula: C3H3Cl2N3
Source: the Open Molecules 2025 dataset
Level of theory: ωB97M-V/def2-TZVPD

```
11
Properties=species:S:1:pos:R:3:lowdin_charge:R:1
C 0.088 -1.039 -0.002 -0.0665
C 1.373 -0.550 -0.003 -0.7107
C 1.227 0.842 -0.001 -0.7996
H -2.424 0.486 -0.786 0.0666
H -2.432 0.509 0.810 0.1010
H -0.304 -2.062 -0.008 0.1362
N -2.100 -0.006 -0.006 0.1111
N -0.710 0.049 -0.001 -0.2601
N -0.040 1.215 0.001 0.0842
Cl 2.836 -1.454 0.000 0.6606
Cl 2.486 2.009 -0.003 0.6773
```

Summary:
Spin multiplicity   1

=====

Least stable: a

=====

a:
Formula: C40H60O30
Source: the Open Molecules 2025 dataset
Level of theory: ωB97M-V/def2-TZVPD

```
130
Properties=species:S:1:pos:R:3:lowdin_charge:R:1
C 2.547 -0.499 -5.073 -0.0133
C 1.181 -0.721 -4.483 -0.3153
C 0.044 -0.001 -5.283 -0.0951
O -0.815 -1.026 -5.704 0.0848
C -0.471 -2.187 -5.141 -0.5587
O -1.109 -3.185 -5.143 0.1904
O 0.714 -2.060 -4.497 0.0785
H 3.325 -0.951 -4.452 0.0768
H 2.841 0.550 -5.004 0.0626
H 2.644 -0.796 -6.116 0.0991
H 1.112 -0.366 -3.453 0.1220
H 0.479 0.569 -6.106 0.1284
H -0.428 0.738 -4.633 0.1197
C 5.080 6.022 1.248 -0.0057
C 4.522 5.160 2.373 -0.3128
C 3.229 5.631 3.003 -0.0782
O 2.418 4.455 3.014 0.0706
C 3.010 3.464 2.350 -0.5663
O 2.567 2.365 2.211 0.1533
O 4.197 3.875 1.833 0.0894
H 4.542 5.906 0.310 0.0641
H 6.126 5.792 1.058 0.0866
H 4.968 7.062 1.568 0.0944
H 5.290 5.082 3.150 0.1524
H 2.738 6.355 2.346 0.1309
H 3.357 6.073 3.987 0.1366
C -2.597 -5.735 1.645 -0.0121
C -3.666 -6.647 1.097 -0.3091
C -5.054 -5.963 0.941 -0.0755
O -5.408 -6.359 -0.379 0.0635
C -4.368 -6.914 -1.039 -0.5642
O -4.368 -7.346 -2.140 0.1715
O -3.304 -7.028 -0.220 0.0927
H -1.597 -6.155 1.537 0.0972
H -2.717 -5.361 2.663 0.0743
H -2.606 -4.837 1.019 0.0841
H -3.811 -7.574 1.659 0.1533
H -4.990 -4.877 1.004 0.1214
H -5.726 -6.372 1.692 0.1278
C -4.360 2.474 -0.939 -0.0230
C -4.700 2.339 -2.409 -0.3209
C -3.988 3.372 -3.309 -0.0992
O -3.510 2.595 -4.379 0.0747
C -3.740 1.286 -4.177 -0.5457
O -3.348 0.417 -4.880 0.1876
O -4.371 1.086 -2.987 0.1072
H -4.421 3.533 -0.669 0.0872
H -3.316 2.232 -0.716 0.0686
H -4.994 1.889 -0.278 0.0859
H -5.768 2.568 -2.458 0.1488
H -3.192 3.896 -2.777 0.1134
H -4.716 4.112 -3.640 0.1340
C 4.814 -1.329 -1.462 -0.0177
C 3.511 -1.791 -0.829 -0.2940
C 2.572 -2.553 -1.800 -0.0956
O 2.202 -3.729 -1.120 0.0880
C 2.928 -3.851 0.008 -0.5693
O 2.868 -4.781 0.741 0.1725
O 3.760 -2.797 0.154 0.0893
H 4.712 -0.433 -2.077 0.0667
H 5.183 -2.069 -2.180 0.0865
H 5.581 -1.178 -0.705 0.0878
H 3.023 -0.902 -0.429 0.1241
H 3.134 -2.767 -2.713 0.1262
H 1.660 -2.011 -2.034 0.1103
C -0.142 -4.436 4.544 -0.0235
C -0.161 -5.856 5.070 -0.2960
C -1.608 -6.395 5.319 -0.0892
O -1.634 -7.588 4.564 0.0531
C -0.478 -7.804 3.909 -0.5747
O -0.269 -8.744 3.219 0.1744
O 0.345 -6.757 4.106 0.0950
H -0.468 -4.255 3.518 0.0650
H 0.849 -3.976 4.530 0.0913
H -0.765 -3.800 5.180 0.0727
H 0.447 -5.898 5.975 0.1483
H -2.344 -5.695 4.920 0.1099
H -1.831 -6.603 6.364 0.1279
C -3.098 -1.638 5.248 -0.0123
C -3.936 -1.181 4.068 -0.3164
C -3.627 0.126 3.344 -0.1107
O -3.575 -0.228 1.984 0.0441
C -3.701 -1.573 1.826 -0.5552
O -3.706 -2.161 0.799 0.1845
O -3.864 -2.153 3.028 0.0901
H -3.383 -2.654 5.505 0.0863
H -3.333 -1.008 6.111 0.0887
H -2.034 -1.491 5.067 0.0820
H -4.967 -1.028 4.411 0.1495
H -2.662 0.493 3.721 0.1253
H -4.349 0.918 3.535 0.1335
C -0.438 0.684 -0.568 -0.0132
C 0.352 0.032 0.549 -0.2653
C -0.301 0.044 1.929 -0.0965
O -0.468 -1.303 2.274 0.0730
C -0.068 -2.124 1.298 -0.5276
O -0.144 -3.311 1.337 0.1769
O 0.368 -1.391 0.231 0.0722
H -1.501 0.429 -0.607 0.0895
H -0.041 0.491 -1.563 0.0689
H -0.410 1.771 -0.435 0.0640
H 1.381 0.381 0.531 0.1160
H -1.214 0.643 1.884 0.1147
H 0.357 0.493 2.677 0.1339
C -0.828 4.782 0.790 -0.0108
C 0.179 4.687 -0.328 -0.3119
C -0.331 5.187 -1.666 -0.0885
O 0.681 6.064 -2.132 0.0849
C 1.457 6.430 -1.118 -0.5772
O 2.281 7.293 -1.125 0.1539
O 1.238 5.616 -0.060 0.0714
H -1.609 4.017 0.751 0.0783
H -1.294 5.770 0.796 0.0954
H -0.395 4.609 1.777 0.0872
H 0.633 3.694 -0.346 0.1292
H -1.323 5.638 -1.619 0.1327
H -0.413 4.321 -2.329 0.1346
C 4.636 5.208 -2.675 -0.0157
C 3.578 4.195 -3.039 -0.2861
C 4.058 2.943 -3.838 -0.0655
O 3.509 1.858 -3.108 0.0537
C 2.911 2.303 -1.990 -0.5491
O 2.321 1.659 -1.175 0.1556
O 3.108 3.603 -1.833 0.0879
H 4.368 5.941 -1.919 0.0623
H 5.107 5.598 -3.581 0.0968
H 5.538 4.763 -2.229 0.0948
H 2.722 4.685 -3.507 0.1509
H 5.148 2.888 -3.813 0.1370
H 3.721 3.044 -4.869 0.1350
```

Summary:
Spin multiplicity   1

=====

b:
Formula: C40H60O30
Source: the Open Molecules 2025 dataset
Level of theory: ωB97M-V/def2-TZVPD

```
130
Properties=species:S:1:pos:R:3:lowdin_charge:R:1
C -0.348 -1.331 0.248 -0.0004
C -0.075 0.132 -0.018 -0.2605
C -0.728 1.116 0.981 -0.0566
O 0.341 2.045 1.238 0.0657
C 1.518 1.555 0.848 -0.5829
O 2.580 2.066 0.964 0.1534
O 1.323 0.357 0.251 0.0651
H -1.392 -1.567 0.016 0.0821
H -0.191 -1.659 1.276 0.0765
H 0.308 -1.943 -0.369 0.0721
H -0.310 0.413 -1.047 0.1392
H -1.015 0.718 1.957 0.1179
H -1.625 1.557 0.557 0.1231
C -2.121 6.496 0.434 -0.0142
C -2.418 5.552 1.569 -0.3114
C -1.228 4.780 2.167 -0.0723
O -1.259 5.159 3.541 0.0609
C -2.250 6.038 3.786 -0.6140
O -2.439 6.543 4.816 0.1824
O -2.988 6.230 2.689 0.0979
H -1.499 6.019 -0.325 0.0873
H -1.569 7.360 0.811 0.0948
H -3.045 6.809 -0.044 0.0862
H -3.153 4.805 1.258 0.1426
H -0.329 5.121 1.652 0.1372
H -1.373 3.714 2.071 0.0959
C -5.493 0.038 0.283 -0.0106
C -5.408 -1.309 0.952 -0.3031
C -4.759 -2.443 0.151 -0.0466
O -3.836 -3.028 1.093 0.0365
C -3.814 -2.326 2.245 -0.5723
O -3.092 -2.539 3.162 0.1513
O -4.622 -1.269 2.143 0.0924
H -4.510 0.501 0.201 0.0807
H -6.112 0.707 0.881 0.0923
H -5.989 -0.042 -0.685 0.0962
H -6.432 -1.584 1.237 0.1536
H -4.132 -2.040 -0.651 0.1148
H -5.442 -3.193 -0.232 0.1402
C -0.793 -4.724 1.719 -0.0054
C -0.976 -5.332 0.341 -0.2906
C -2.409 -5.819 0.035 -0.0567
O -2.823 -5.007 -1.083 0.0666
C -1.837 -4.152 -1.422 -0.5699
O -1.982 -3.258 -2.183 0.1503
O -0.771 -4.289 -0.621 0.0619
H -1.655 -4.100 1.930 0.0596
H 0.108 -4.120 1.767 0.0734
H -0.721 -5.536 2.444 0.0979
H -0.317 -6.193 0.206 0.1483
H -3.006 -5.571 0.913 0.1254
H -2.451 -6.854 -0.282 0.1326
C 5.953 3.614 1.243 -0.0219
C 6.340 3.662 -0.220 -0.2826
C 5.955 2.422 -1.024 -0.0811
O 5.356 2.967 -2.214 0.0499
C 4.960 4.234 -1.985 -0.5844
O 4.249 4.851 -2.687 0.1733
O 5.491 4.681 -0.832 0.0802
H 6.524 2.858 1.790 0.0893
H 4.891 3.428 1.379 0.0769
H 6.201 4.567 1.714 0.0872
H 7.376 3.949 -0.416 0.1538
H 5.244 1.771 -0.506 0.1272
H 6.794 1.776 -1.292 0.1336
C 1.864 -1.631 3.537 -0.0164
C 3.194 -1.512 2.839 -0.2828
C 4.354 -2.323 3.473 -0.0710
O 4.868 -3.122 2.395 0.0776
C 4.088 -2.959 1.308 -0.5881
O 4.144 -3.651 0.359 0.1733
O 3.224 -1.958 1.461 0.0888
H 1.404 -2.607 3.374 0.0873
H 1.168 -0.861 3.199 0.0667
H 1.980 -1.448 4.607 0.0951
H 3.472 -0.455 2.792 0.1500
H 4.094 -3.001 4.289 0.1323
H 5.080 -1.620 3.886 0.1311
C 2.477 -2.629 -2.349 -0.0054
C 3.290 -3.872 -2.635 -0.2945
C 2.571 -5.214 -2.387 -0.0921
O 2.404 -5.785 -3.676 0.0790
C 3.027 -5.033 -4.606 -0.5798
O 3.104 -5.276 -5.756 0.1712
O 3.551 -3.914 -4.059 0.0770
H 1.486 -2.790 -2.777 0.0885
H 2.944 -1.729 -2.742 0.0779
H 2.403 -2.484 -1.270 0.0665
H 4.253 -3.915 -2.133 0.1339
H 1.632 -5.084 -1.839 0.1179
H 3.188 -5.786 -1.688 0.1297
C 2.757 1.303 -3.660 -0.0112
C 1.839 2.511 -3.673 -0.2736
C 0.798 2.559 -4.799 -0.0733
O -0.468 2.695 -4.156 0.0645
C -0.295 2.705 -2.818 -0.6049
O -1.148 2.947 -2.050 0.1815
O 0.982 2.470 -2.501 0.0810
H 2.182 0.390 -3.821 0.0737
H 3.358 1.258 -2.758 0.0744
H 3.481 1.453 -4.468 0.1008
H 2.450 3.415 -3.615 0.1351
H 0.824 1.633 -5.376 0.1246
H 0.964 3.419 -5.441 0.1360
C -1.027 -0.775 -4.408 -0.0192
C -2.510 -0.554 -4.456 -0.2863
C -3.203 -0.642 -3.089 -0.1012
O -3.804 0.639 -2.915 0.0616
C -3.555 1.422 -3.982 -0.6054
O -3.941 2.514 -4.105 0.1933
O -2.792 0.784 -4.889 0.0881
H -0.512 -0.767 -5.376 0.0928
H -0.761 -1.752 -3.996 0.0743
H -0.499 -0.006 -3.835 0.0742
H -2.934 -1.237 -5.189 0.1539
H -2.567 -0.888 -2.244 0.1005
H -3.994 -1.392 -3.145 0.1279
C -1.322 0.069 5.191 -0.0184
C -2.671 0.643 4.855 -0.2802
C -2.906 2.115 5.258 -0.0465
O -3.137 2.789 4.014 0.0726
C -3.190 1.915 3.000 -0.5864
O -3.506 2.196 1.887 0.1483
O -2.816 0.703 3.415 0.0493
H -0.534 0.635 4.692 0.0900
H -1.272 -1.000 5.020 0.0815
H -1.170 0.284 6.256 0.0951
H -3.486 0.003 5.192 0.1544
H -1.963 2.572 5.570 0.1387
H -3.691 2.244 5.993 0.1360
```

Summary:
Spin multiplicity   1

=====

Least stable: a

=====

a:
Formula: C3H9N
Source: the Open Molecules 2025 dataset
Level of theory: ωB97M-V/def2-TZVPD

```
13
Properties=species:S:1:pos:R:3:lowdin_charge:R:1
C 0.690 -0.069 1.031 -0.1372
C 0.885 -0.578 -0.345 -0.1654
C 0.709 0.388 -1.451 -0.0002
N -1.869 0.147 0.608 -0.1212
H 1.229 -0.581 1.864 0.0932
H -0.474 -0.047 1.120 -0.0057
H 0.892 1.038 1.054 0.0992
H 1.001 -1.661 -0.594 0.1416
H -0.224 -0.133 -0.914 0.1040
H 0.882 0.016 -2.460 0.0873
H 0.934 1.456 -1.195 0.1156
H -2.259 0.979 0.756 -0.1400
H -2.600 -0.538 0.696 -0.0713
```

Summary:
Spin multiplicity   1

=====

b:
Formula: C3H9N
Source: the Open Molecules 2025 dataset
Level of theory: ωB97M-V/def2-TZVPD

```
13
Properties=species:S:1:pos:R:3:lowdin_charge:R:1
C -1.078 -0.352 0.809 -0.0086
C -1.171 0.512 -0.270 -0.0322
N 1.707 1.317 0.767 -0.1112
C 1.886 1.589 -0.391 -0.4226
H -0.940 0.133 -1.253 0.0846
H -0.754 -1.349 0.564 0.0466
H -1.791 -0.209 1.588 0.0993
H -1.557 1.505 -0.078 0.1008
H 0.113 -3.221 -0.005 0.0079
H -0.213 0.627 0.802 0.1441
H 1.050 1.785 -1.170 0.0241
H 2.782 1.536 -1.036 0.0290
H -0.036 -3.872 -0.326 0.0383
```

Summary:
Spin multiplicity   1

=====

Least stable: b